{"formula": "C3H3Br3O", "method": "the ωB97M-V functional and the def2-TZVPD basis", "species": ["C", "C", "C", "O", "Br", "Br", "Br", "H", "H", "H"], "positions_angstrom": [[-1.814, 0.217, 0.609], [-0.703, -0.529, 0.822], [1.046, 0.077, -0.900], [1.717, 1.135, -0.487], [0.052, -1.600, 2.063], [1.902, -1.601, -0.807], [-0.001, 0.359, -2.457], [-2.815, 0.168, 1.206], [-1.748, 0.852, -0.252], [2.365, 0.921, 0.202]], "forces_ev_per_a": [[0.300, -2.061, 1.815], [-0.654, 2.913, -2.399], [-2.311, -1.288, 1.685], [0.418, 0.710, -0.188], [-0.183, -0.485, 0.650], [0.612, -0.171, -0.336], [0.314, 0.200, 0.214], [2.040, 0.086, -0.979], [-0.328, 0.289, -0.362], [-0.210, -0.194, -0.102]], "e_above_lowest_kj_mol": 324.90, "homo_ha": [-0.303, -0.294], "orbital_gap_ev": [8.07, 7.74]}